Record 1
Here is a cluster of 2 separate species, H4O2 in total from the Open Molecules 2025 dataset. Energies are from ωB97M-V/def2-TZVPD.

ORCA input file:
```
! RIJCOSX wB97M-V def2-TZVPD def2/J DEFGRID3
* xyz 0 1
O -0.24848 1.36221 -1.14123
H -1.00314 1.12725 -1.68807
H -0.13305 0.61667 -0.53809
O 0.51721 -0.68829 0.94961
H -0.19973 -1.31273 0.79906
H 1.06719 -1.10510 1.61872
*
```

Calculated values
Structure (SMILES): O.O
Frontier orbital gap (eV): 11.66
ΔE to the lowest compared entry with this formula, charge and spin (kJ/mol): 10.3
E_LUMO (eV): 0.62

Results of the Mulliken charge analysis, in e, for atoms 1 through 5: number 1, O, carries -0.62; number 2, H, carries 0.31; number 3, H, carries 0.35; number 4, O, carries -0.66; number 5, H, carries 0.32



Record 2
Here is a cluster of 2 separate species, H4O2 in total from the Open Molecules 2025 dataset. Energies are from ωB97M-V/def2-TZVPD.

ORCA input file:
```
! RIJCOSX wB97M-V def2-TZVPD def2/J DEFGRID3
* xyz 0 1
O 1.52197 -3.93983 -0.33524
H 0.60468 -4.04442 -0.03903
H 2.04089 -4.54471 0.20340
O -1.69514 4.37010 -0.10656
H -0.97025 4.73344 0.42118
H -1.50215 3.42543 -0.14374
*
```

Calculated values
Structure (SMILES): O.O
Frontier orbital gap (eV): 12.64
ΔE to the lowest compared entry with this formula, charge and spin (kJ/mol): 20.4
E_LUMO (eV): 1.04

Results of the Mulliken charge analysis, in e, for atoms 1 through 5: number 1, O, carries -0.64; number 2, H, carries 0.32; number 3, H, carries 0.32; number 4, O, carries -0.64; number 5, H, carries 0.32



Record 3
Here is a cluster of 2 separate species, H4O2 in total from the Open Molecules 2025 dataset. Energies are from ωB97M-V/def2-TZVPD.

ORCA input file:
```
! RIJCOSX wB97M-V def2-TZVPD def2/J DEFGRID3
* xyz 0 1
O 0.50743 0.58755 -1.17205
H 0.20147 -0.12394 -0.58485
H -0.15165 0.58700 -1.87023
O -0.44779 -0.39801 1.14119
H -0.85853 -1.29970 1.04343
H 0.33163 -0.67962 1.65853
*
```

Calculated values
Structure (SMILES): O.O
Frontier orbital gap (eV): 11.40
ΔE to the lowest compared entry with this formula, charge and spin (kJ/mol): 22.8
E_LUMO (eV): 0.60

Results of the Mulliken charge analysis, in e, for atoms 1 through 5: number 1, O, carries -0.64; number 2, H, carries 0.35; number 3, H, carries 0.31; number 4, O, carries -0.71; number 5, H, carries 0.35



Record 4
Here is a cluster of 2 separate species, H4O2 in total from the Open Molecules 2025 dataset. Energies are from ωB97M-V/def2-TZVPD.

ORCA input file:
```
! RIJCOSX wB97M-V def2-TZVPD def2/J DEFGRID3
* xyz 1 2
O 1.31189 0.89375 0.60172
H 0.37544 0.70117 0.64875
H 1.72477 0.04288 0.45412
O -0.94478 -0.64062 -0.24185
H -1.71373 -0.07679 -0.32568
H -0.75359 -0.92039 -1.13706
*
```

Calculated values
Frontier orbital gap (alpha / beta) (eV): 14.70 / 5.66
ΔE to the lowest compared entry with this formula, charge and spin (kJ/mol): 91.7
E_LUMO (alpha / beta) (eV): -4.62 / -12.32

Results of the Mulliken charge analysis, in e, for atoms 1 through 5: number 1, O, carries -0.09; number 2, H, carries 0.46; number 3, H, carries 0.44; number 4, O, carries -0.60; number 5, H, carries 0.39



Record 5
Here is a structure of composition H4O2P2 from the Open Molecules 2025 dataset. Energies are from ωB97M-V/def2-TZVPD.

ORCA input file:
```
! RIJCOSX wB97M-V def2-TZVPD def2/J DEFGRID3
* xyz 0 1
O -1.85062 0.18413 -0.89098
O 0.33243 -0.02530 0.71561
P 1.79003 -0.44846 -0.48967
P -0.96745 -0.84003 0.19184
H -1.96285 0.89389 -0.31260
H 1.62961 0.87214 -1.02033
H 2.74079 -0.16749 0.50247
H -1.71194 -0.46888 1.30366
*
```

Calculated values
Frontier orbital gap (eV): 9.10
ΔE to the lowest compared entry with this formula, charge and spin (kJ/mol): 113.6
E_LUMO (eV): -0.16

Results of the Mulliken charge analysis, in e, for atoms 1 through 5: number 1, O, carries -0.48; number 2, O, carries -0.36; number 3, P, carries 0.13; number 4, P, carries 0.22; number 5, H, carries 0.31



Record 6
Here is an isolated molecule of H4O2P2 from the Open Molecules 2025 dataset. Energies are from ωB97M-V/def2-TZVPD.

ORCA input file:
```
! RIJCOSX wB97M-V def2-TZVPD def2/J DEFGRID3
* xyz 0 1
O -1.55969 0.62318 0.39518
P -0.10210 0.46686 0.25524
O 0.40316 0.04973 1.71852
P 0.87041 -0.95539 -1.16695
H 0.57790 1.66865 0.03920
H -0.42442 0.21916 2.19568
H -0.23881 -1.79465 -1.13171
H 0.47355 -0.27753 -2.30517
*
```

Calculated values
Structure (SMILES): O=[P@@H](O)P
Frontier orbital gap (eV): 10.94
ΔE to the lowest compared entry with this formula, charge and spin (kJ/mol): 0.0
E_LUMO (eV): 0.87

Results of the Mulliken charge analysis, in e, for atoms 1 through 5: number 1, O, carries -0.61; number 2, P, carries 0.65; number 3, O, carries -0.49; number 4, P, carries -0.15; number 5, H, carries 0.05



Record 7
Here is an isolated molecule of H4O3P2S3 from the Open Molecules 2025 dataset. Energies are from ωB97M-V/def2-TZVPD.

ORCA input file:
```
! RIJCOSX wB97M-V def2-TZVPD def2/J DEFGRID3
* xyz 0 1
O 0.62727 -1.81752 1.16589
P 0.78234 -0.91538 -0.16995
O 1.97836 0.05381 0.28938
S 0.87414 -1.80024 -1.87422
P -1.04312 0.32038 -0.06161
O -0.62860 1.07537 1.37611
S -2.78206 -0.50830 -0.11568
S -0.79641 1.73585 -1.68627
H 0.78484 -1.07190 1.75935
H 2.14336 0.89369 -0.11385
H -1.23241 1.44179 1.94918
H -0.70771 0.59245 -2.51833
*
```

Calculated values
Structure (SMILES): OP(O)(=S)[P@](O)(=S)S
Frontier orbital gap (eV): 9.21
E_LUMO (eV): 0.04

Results of the Mulliken charge analysis, in e, for atoms 1 through 5: number 1, O, carries -0.43; number 2, P, carries 0.60; number 3, O, carries -0.49; number 4, S, carries -0.33; number 5, P, carries 0.52



Record 8
Here is an isolated molecule of H4O4P2S3 from the Open Molecules 2025 dataset. Energies are from ωB97M-V/def2-TZVPD.

ORCA input file:
```
! RIJCOSX wB97M-V def2-TZVPD def2/J DEFGRID3
* xyz 0 1
O -1.31774 1.34956 0.96981
P -1.09441 -0.18183 0.85789
O -2.43214 -0.63432 0.23485
S -0.51495 -1.30493 2.33562
O -0.17927 -0.25580 -0.50753
P 1.34205 0.31003 -0.69778
O 1.48712 0.37812 -2.32584
S 1.57920 2.07864 0.22678
S 2.64512 -1.34859 -0.16917
H -0.71351 2.08420 1.41967
H -2.67210 -1.28605 0.90034
H 1.92236 -0.35800 -2.60527
H 1.71927 -1.78798 0.69183
*
```

Calculated values
Structure (SMILES): OP(O)(=S)O[P@@](O)(=S)S
Frontier orbital gap (eV): 9.45
ΔE to the lowest compared entry with this formula, charge and spin (kJ/mol): 17.0
E_LUMO (eV): 0.03

Results of the Mulliken charge analysis, in e, for atoms 1 through 5: number 1, O, carries -0.48; number 2, P, carries 0.68; number 3, O, carries -0.38; number 4, S, carries -0.40; number 5, O, carries -0.20



Record 9
Here is a cluster of 2 separate species, H4OP2 in total from the Open Molecules 2025 dataset. Energies are from ωB97M-V/def2-TZVPD.

ORCA input file:
```
! RIJCOSX wB97M-V def2-TZVPD def2/J DEFGRID3
* xyz 0 3
O -2.78700 -0.65841 -0.00744
P 1.43937 -0.42438 0.06560
P -0.45374 0.55738 0.06953
H 1.53567 -0.52992 -1.32760
H 0.92967 -1.71467 0.23867
H -0.13717 1.82580 -0.43846
H -0.52680 0.94419 1.39971
*
```

Calculated values
Frontier orbital gap (alpha / beta) (eV): 9.57 / 7.94
ΔE to the lowest compared entry with this formula, charge and spin (kJ/mol): 0.0
E_LUMO (alpha / beta) (eV): 0.89 / -1.14

Results of the Mulliken charge analysis, in e, for atoms 1 through 5: number 1, O, carries -0.20; number 2, P, carries -0.12; number 3, P, carries -0.01; number 4, H, carries 0.07; number 5, H, carries 0.08